No. 1
This record from the OMol25 dataset describes a single C3H7NOS molecule. The level of theory is the ωB97M-V functional and the def2-TZVPD basis.

Results
energy relative to the best compared isomer or geometry (same formula, charge and spin): 3.531 eV
F_max: 5.405 eV/Å
structure (SMILES): C[C@H](O)/C=N/S
HOMO-LUMO gap: 9.70 eV
E_LUMO: 0.39 eV
total charge: 0

```
13
Properties=species:S:1:pos:R:3:forces:R:3:lowdin_charge:R:1
C -1.8265 -0.6763 -0.4688 4.475 -2.549 0.469 -0.032
C -0.7271 0.1268 0.2672 -3.413 2.399 3.437 -0.497
O -0.6946 1.5260 -0.0983 -3.365 -1.895 -0.353 -0.038
C 0.5918 -0.4131 0.2254 5.223 -0.379 0.263 -0.265
N 1.4672 0.3613 -0.4140 0.537 -2.832 2.459 -0.302
S 3.2604 -0.0692 -0.1331 -1.608 1.698 -0.216 0.605
H -1.9485 -1.6454 0.1899 0.023 1.689 -1.608 0.113
H -1.1534 -0.9322 -1.4221 -2.730 0.321 1.267 0.130
H -2.7242 -0.1323 -0.5085 -1.005 0.570 -0.653 0.050
H -0.9933 0.1736 1.4633 0.527 -0.487 -2.450 0.185
H 0.1974 1.7431 -0.0576 2.582 0.948 -0.181 0.010
H 0.8690 -1.3436 0.9665 -0.567 2.157 -2.182 0.170
H 3.6818 1.2815 -0.0100 -0.678 -1.640 -0.253 -0.129
```
Forces are in eV/Å.



No. 2
This record from the OMol25 dataset describes 2 unconnected molecules or ions with the total composition C9H14O. The level of theory is the ωB97M-V functional and the def2-TZVPD basis.

Results
energy relative to the best compared isomer or geometry (same formula, charge and spin): 0.714 eV
F_max: 1.724 eV/Å
structure (SMILES): Cc1ccc(O)cc1.CC
HOMO-LUMO gap: 9.56 eV
E_LUMO: 0.89 eV
total charge: 0

```
24
Properties=species:S:1:pos:R:3:forces:R:3:lowdin_charge:R:1
C 0.4987 -2.6843 2.0322 -0.726 0.481 -0.549 -0.048
C -0.1520 -1.5862 1.2019 1.536 0.335 0.708 -0.279
C -0.7231 -0.4819 1.8278 -0.116 0.330 -0.503 -0.044
C -1.3336 0.5212 1.0813 0.004 -0.717 0.359 -0.009
C -1.1978 0.5110 -0.2963 -0.951 0.174 0.492 -0.344
O -1.8571 1.4983 -1.0057 0.037 -0.272 -0.206 0.023
C -0.4532 -0.4723 -0.9069 0.876 0.082 -0.559 -0.055
C 0.1006 -1.5087 -0.1610 -1.054 -0.203 0.114 -0.054
H 1.1637 -2.2364 2.7701 0.184 -0.255 -0.066 0.080
H 0.9993 -3.3742 1.3548 0.294 -0.029 0.284 0.070
H -0.2773 -3.2353 2.5532 -0.033 -0.181 0.221 0.074
H -0.6202 -0.2983 2.8869 -0.423 -0.564 0.308 0.112
H -2.0050 1.1785 1.6112 0.238 0.634 -0.246 0.116
H -2.2820 1.0737 -1.7621 0.173 0.234 0.013 0.109
H -0.1513 -0.2914 -1.9358 -0.289 -0.381 -0.071 0.123
H 0.6850 -2.3108 -0.5949 0.007 0.191 -0.324 0.113
C 2.3563 1.1956 -1.1098 0.003 0.061 0.799 -0.159
C 1.5909 2.3057 -1.8402 0.659 -0.187 -0.333 -0.150
H 2.9971 1.6544 -0.3577 0.577 -0.143 -0.269 0.062
H 1.7619 0.5257 -0.4928 -0.501 0.176 -0.216 0.029
H 2.8900 0.5190 -1.7762 0.382 0.336 -0.017 0.066
H 0.5865 2.4405 -1.4534 -0.176 -0.009 -0.264 0.047
H 1.6303 2.1109 -2.9139 -0.670 -0.106 0.006 0.061
H 2.1181 3.2588 -1.7704 -0.031 0.013 0.322 0.059
```
Forces are in eV/Å.



No. 3
This record from the OMol25 dataset describes a gas-phase ion, C29H37N4O3 (charge +1). The level of theory is the ωB97M-V functional and the def2-TZVPD basis.

Results
F_max: 1.788 eV/Å
structure (SMILES): CCCNC(=O)[C@@H]1CCC[N@H+]1C(c1cn(C)c2ccc(OC)cc12)c1cn(C)c2ccc(OC)cc12
HOMO-LUMO gap: 7.89 eV
E_LUMO: -1.98 eV
total charge: +1

```
73
Properties=species:S:1:pos:R:3:forces:R:3:lowdin_charge:R:1
C -3.1930 -8.5476 3.0522 0.105 -0.111 -0.094 -0.102
C -3.7581 -7.2661 3.6232 -0.587 0.162 0.017 -0.254
C -2.6914 -6.2198 3.8166 0.428 -0.037 -0.128 -0.193
N -3.1549 -5.0024 4.4758 -0.436 0.518 0.409 0.097
C -3.2719 -3.9002 3.7162 0.090 0.322 -1.303 -0.384
O -2.9804 -3.9021 2.5056 -0.500 0.321 1.291 0.032
C -3.7554 -2.5525 4.3167 0.285 0.433 -0.025 -0.131
C -5.0576 -2.5389 5.1237 0.051 -0.424 0.685 -0.103
C -5.9158 -1.3596 4.6138 -0.407 -0.214 0.682 -0.123
C -5.2010 -0.7522 3.4302 -0.112 0.056 -0.023 -0.117
N -4.0364 -1.6117 3.1662 0.415 0.130 -1.207 0.010
C -2.8365 -0.7718 2.3021 0.762 0.246 -0.632 -0.050
C -2.0598 0.4698 2.7183 -0.177 0.362 0.582 -0.087
C -1.9209 1.6872 2.0207 0.416 -0.299 1.030 0.024
N -0.8574 2.4180 2.5286 -1.447 -0.500 -0.535 -0.093
C -0.3813 3.6886 2.0022 0.005 0.020 -0.220 -0.003
C -0.2728 1.7063 3.5590 -0.273 -0.267 -0.186 -0.176
C 0.8614 2.0435 4.2896 -0.143 -0.590 0.222 0.005
C 1.3332 1.1147 5.2176 -0.255 -0.319 -0.419 -0.010
C 0.6910 -0.1423 5.3673 -0.782 0.645 -0.501 -0.248
O 1.0948 -1.0482 6.3002 -0.040 -0.130 -0.210 -0.097
C 2.1839 -0.7332 7.1813 -0.457 -0.113 -0.421 -0.063
C -0.4606 -0.4592 4.5768 1.032 0.048 1.460 0.054
C -0.9860 0.4760 3.7039 0.657 0.845 -0.521 -0.123
C -3.4212 -0.5941 0.9314 -0.149 -0.118 0.017 -0.138
C -4.2646 0.4292 0.5054 -0.123 -1.186 -0.405 -0.022
N -4.7761 0.0916 -0.7340 0.326 0.121 0.657 -0.096
C -5.7103 0.8741 -1.4905 -0.276 0.605 -0.151 -0.014
C -4.2287 -1.1066 -1.1585 0.572 0.270 0.977 -0.171
C -4.4608 -1.8299 -2.3152 -0.009 -0.241 -0.350 -0.006
C -3.7675 -3.0073 -2.5148 0.580 0.157 0.445 0.014
C -2.7829 -3.4144 -1.5770 0.262 0.725 1.250 -0.256
O -2.0668 -4.5204 -1.8942 0.240 -0.347 -0.092 -0.091
C -0.9608 -4.9476 -1.0736 -0.766 0.338 -0.411 -0.049
C -2.5711 -2.6861 -0.3796 0.263 -1.372 -0.777 0.040
C -3.3189 -1.5442 -0.1608 -1.127 0.750 -0.018 -0.112
H -3.9640 -9.3066 2.9384 -0.018 -0.011 0.007 0.078
H -2.7619 -8.3628 2.0694 0.053 -0.033 -0.087 0.078
H -2.4056 -8.9548 3.6844 0.029 -0.057 0.082 0.077
H -4.4770 -6.8424 2.9194 -0.203 -0.063 -0.002 0.114
H -4.3099 -7.4527 4.5478 0.112 -0.055 0.104 0.111
H -1.8287 -6.6062 4.3497 0.099 -0.114 0.231 0.129
H -2.3557 -5.8979 2.8294 0.153 -0.117 0.227 0.115
H -3.4957 -5.0358 5.4441 0.326 0.138 -0.805 0.168
H -2.9338 -2.1321 4.8977 -0.020 -0.012 0.041 0.144
H -5.5890 -3.4979 5.0921 0.080 0.198 -0.384 0.122
H -4.7919 -2.4257 6.1766 -0.143 0.177 -0.034 0.121
H -6.9041 -1.7050 4.3200 -0.024 -0.052 0.068 0.117
H -6.0576 -0.6316 5.4158 -0.001 -0.034 -0.176 0.121
H -5.8232 -0.6798 2.5354 0.188 -0.165 0.129 0.135
H -4.7964 0.2272 3.6099 0.019 0.546 0.327 0.125
H -4.2712 -2.3013 2.4370 0.227 0.399 -0.293 0.156
H -2.1560 -1.6017 2.4036 0.485 -0.207 -0.707 0.125
H -2.5185 2.0849 1.2020 0.444 -0.162 0.255 0.122
H 0.3736 4.0846 2.6840 -0.178 -0.009 -0.197 0.079
H 0.0713 3.5401 1.0136 -0.022 0.072 0.242 0.102
H -1.1873 4.4286 1.9083 0.135 -0.311 0.132 0.099
H 1.3646 2.9928 4.1285 0.011 -0.240 0.137 0.108
H 2.2411 1.3299 5.7723 -0.269 0.030 -0.009 0.103
H 2.3241 -1.6373 7.7630 0.086 0.017 0.077 0.092
H 3.0967 -0.5037 6.6311 0.009 -0.031 -0.037 0.091
H 1.9258 0.0963 7.8399 -0.021 0.065 -0.008 0.097
H -0.9627 -1.4007 4.7308 0.157 -0.280 0.107 0.095
H -4.5691 1.3491 1.0073 -0.037 -0.442 -0.212 0.139
H -5.9479 0.3803 -2.4266 0.112 0.003 -0.023 0.082
H -6.6514 1.0414 -0.9690 -0.026 -0.171 0.206 0.095
H -5.2882 1.8536 -1.7022 0.041 0.083 -0.204 0.097
H -5.1551 -1.4548 -3.0523 -0.065 -0.189 -0.133 0.105
H -3.8998 -3.6095 -3.4036 -0.037 0.061 0.007 0.121
H -0.5133 -5.7729 -1.6241 -0.009 0.076 0.112 0.094
H -0.2365 -4.1410 -0.9483 -0.001 0.010 0.016 0.095
H -1.3200 -5.2914 -0.1016 0.044 0.021 0.040 0.084
H -1.8751 -3.0381 0.3822 -0.161 0.053 -0.330 0.101
```
Forces are in eV/Å.